Record 1
# C29H51BCaN5OP2S4

C29H51BCaN5OP2S4 as an isolated structure (ωB97M-V/def2-TZVPD, the Open Molecules 2025 dataset).

Positions of all 94 atoms, in Å:
Ca1 0.57687 0.50325 -0.56502
C1 2.43454 2.03398 2.70292
C2 3.28293 0.76454 2.85166
C3 3.47589 0.48201 4.34573
C4 4.63639 1.05499 2.19728
P1 2.37415 -0.53404 1.85719
C5 1.01596 -0.99173 3.03102
N1 -0.15277 -1.49022 2.31925
B1 -0.63266 -0.95011 1.03451
N2 -1.87989 -1.75560 0.88354
C6 -2.84208 -1.57064 -0.18067
P2 -2.03899 -1.61506 -1.86034
C7 -3.53898 -1.23535 -2.93340
C8 -4.65868 -2.27200 -2.98942
C9 -4.12284 0.09100 -2.42141
C10 -3.03258 -0.95198 -4.35733
C11 -1.57477 -3.43046 -2.00776
C12 -2.51303 -4.44384 -1.35396
C13 -0.20789 -3.56636 -1.32652
C14 -1.37075 -3.77781 -3.48640
C15 -2.07936 -2.61322 1.94935
C16 -3.09314 -3.50836 2.24773
C17 -3.00749 -4.25887 3.42412
C18 -1.93457 -4.10362 4.29005
C19 -0.91803 -3.18710 4.00862
C20 -0.99226 -2.45190 2.83851
C21 3.37751 -2.10873 1.72859
C22 4.18509 -2.51750 2.95848
C23 2.38426 -3.23109 1.41364
C24 4.31933 -1.97432 0.52500
H1 2.94855 2.85537 3.21401
H2 1.43954 1.94641 3.13872
H3 2.31177 2.32906 1.66039
H4 3.86388 1.38852 4.82163
H5 4.18537 -0.31671 4.54159
H6 2.54026 0.23563 4.84880
H7 5.06688 1.94753 2.66193
H8 4.52992 1.26495 1.13111
H9 5.34599 0.23787 2.33268
H10 0.76826 -0.06547 3.56046
H11 1.33697 -1.70937 3.79334
H12 -3.30219 -0.58553 -0.07927
H13 -3.65061 -2.30288 -0.10159
H14 -5.03557 -2.52126 -1.99689
H15 -4.34969 -3.19627 -3.47467
H16 -5.49890 -1.86737 -3.56490
H17 -4.72168 -0.04067 -1.52165
H18 -4.77612 0.50562 -3.19504
H19 -3.34948 0.83488 -2.20898
H20 -2.55190 -1.81112 -4.81934
H21 -2.31372 -0.13007 -4.35330
H22 -3.87733 -0.65970 -4.98951
H23 -2.54821 -4.30805 -0.27505
H24 -2.13022 -5.45411 -1.53497
H25 -3.53028 -4.40729 -1.73829
H26 -0.27993 -3.36777 -0.25970
H27 0.53005 -2.88561 -1.75774
H28 0.14948 -4.59263 -1.46130
H29 -2.30769 -3.84113 -4.03862
H30 -0.88248 -4.75492 -3.55504
H31 -0.72714 -3.05214 -3.98690
H32 -3.94422 -3.62550 1.58798
H33 -3.79402 -4.96329 3.66186
H34 -1.88752 -4.68689 5.20063
H35 -0.09451 -3.04974 4.69717
H36 3.56935 -2.56609 3.85798
H37 5.01618 -1.84180 3.15040
H38 4.60448 -3.51673 2.79665
H39 1.78071 -3.50860 2.27984
H40 2.94298 -4.11597 1.09149
H41 1.69780 -2.95845 0.61586
H42 5.05525 -1.18380 0.65456
H43 3.76727 -1.75533 -0.39135
H44 4.85686 -2.91699 0.38187
S1 -0.35284 3.01812 0.56702
S2 1.17616 4.38629 0.07446
S3 2.02236 3.77512 -1.67459
S4 3.05354 1.98591 -1.26156
C25 2.34501 0.58429 -5.09735
N3 1.17065 1.22000 -4.50870
C26 0.63079 2.33335 -5.06749
C27 -0.34100 3.03924 -4.46156
C28 -0.72301 2.60059 -3.15287
N4 -0.27647 1.47286 -2.64958
C29 0.68971 0.75201 -3.30221
O1 1.12953 -0.28976 -2.80901
N5 -1.57444 3.31565 -2.38769
H45 3.08435 1.35145 -5.32060
H46 2.07056 0.03813 -6.00036
H47 2.75687 -0.09865 -4.36175
H48 1.05283 2.62896 -6.01940
H49 -0.73522 3.94288 -4.89872
H50 -1.75306 4.26086 -2.68632
H51 -1.44290 3.19727 -1.36333

For the HOMO-LUMO gap, the calculation gives 6.1 eV. The LUMO energy is 0.0879 Ha. The calculated total energy is -121440.9137 eV. The energy relative to the best compared isomer or geometry (same formula, charge and spin) comes out at 7.61 kcal per mole. As for the total charge: -1. As for the spin multiplicity: 1. The molecular weight is 726.87 g/mol. The HOMO energy is -3.675 eV.

***

Record 2
# C29H51FI2N3O9PS4

A 2-piece molecular cluster, C29H51FI2N3O9PS4 overall (ωB97M-V/def2-TZVPD, the Open Molecules 2025 dataset).

Positions of all 100 atoms, in Å:
C1 6.67668 3.18549 1.75036
C2 5.35359 2.90746 1.04435
I1 4.46159 4.77034 0.43744
C3 4.37139 2.09625 1.90935
C4 3.77898 0.89131 1.18075
C5 4.78016 -0.25225 1.07959
O1 4.12214 -1.38760 0.53901
C6 4.29793 -2.64248 1.15372
C7 3.72827 -3.64438 0.14985
C8 4.55772 -3.69623 -1.13095
F1 3.74201 -3.44444 -2.23340
P1 3.47462 -2.71554 2.81654
N1 2.91244 -1.36787 3.29779
O2 2.31154 -3.81921 2.65751
O3 4.59844 -3.44049 3.72895
O4 3.38266 1.27221 -0.14368
C9 1.99239 1.24564 -0.44768
I2 1.95190 2.15061 -2.42086
C10 1.20638 2.11281 0.53782
C11 -0.18933 2.63243 0.14105
C12 -1.19207 2.36153 1.26503
S1 -2.82303 2.93773 0.76180
C13 -3.73388 2.90720 2.24972
S2 -3.17819 2.36120 3.68710
N2 -5.01398 3.42036 2.00119
C14 -5.74138 3.96009 3.15700
C15 -6.72194 2.95750 3.73379
O5 -7.75608 2.68424 2.78592
C16 -7.34419 2.84010 1.43734
C17 -5.87916 2.50495 1.22090
C18 1.53221 -0.20693 -0.54725
C19 0.16922 -0.53203 -1.14989
C20 -0.03422 -2.04806 -1.03881
S3 -1.73898 -2.45666 -1.47752
C21 -2.11235 -3.79687 -0.36891
S4 -0.94995 -4.72096 0.34959
N3 -3.44453 -4.04999 -0.19162
C22 -4.43868 -3.15695 -0.79647
C23 -4.76522 -2.04611 0.18198
O6 -5.54016 -2.57067 1.25232
C24 -5.24763 -3.93184 1.54895
C25 -3.84926 -4.43157 1.18452
H1 7.22638 4.00612 1.29283
H2 7.30772 2.29197 1.69831
H3 6.51379 3.42252 2.80295
H4 5.53015 2.37766 0.11110
H5 3.56793 2.73392 2.27683
H6 4.89923 1.73938 2.80107
H7 2.94787 0.49342 1.76092
H8 5.60781 0.01473 0.40905
H9 5.18480 -0.46509 2.07220
H10 5.36768 -2.86163 1.29698
H11 3.61585 -4.63571 0.58889
H12 2.72724 -3.30680 -0.12673
H13 5.01358 -4.67555 -1.28868
H14 5.33933 -2.93389 -1.12824
H15 3.25121 -1.08056 4.20805
H16 2.58373 -4.74451 2.61734
H17 4.25953 -4.16693 4.27262
H18 1.85271 2.95560 0.79052
H19 1.10066 1.51238 1.45133
H20 -0.53536 2.18917 -0.79343
H21 -0.12694 3.71063 -0.01284
H22 -0.92048 2.90994 2.16811
H23 -1.23362 1.29824 1.51380
H24 -6.31116 4.82334 2.80058
H25 -5.03635 4.32140 3.90248
H26 -6.21027 2.02921 4.00747
H27 -7.19682 3.35982 4.63027
H28 -7.55598 3.85748 1.08583
H29 -7.94347 2.15024 0.84088
H30 -5.65617 2.58318 0.15397
H31 -5.70596 1.46780 1.53157
H32 1.55799 -0.61546 0.47110
H33 2.30341 -0.73596 -1.10946
H34 -0.64643 -0.02127 -0.63285
H35 0.14584 -0.24024 -2.20266
H36 0.63798 -2.57456 -1.71970
H37 0.16798 -2.41210 -0.03367
H38 -5.34146 -3.74598 -0.97620
H39 -4.10519 -2.79780 -1.76595
H40 -5.32651 -1.23982 -0.29018
H41 -3.83293 -1.61310 0.56687
H42 -6.00281 -4.56996 1.07630
H43 -5.35316 -4.04881 2.62915
H44 -3.87946 -5.52099 1.27421
H45 -3.09195 -4.08131 1.88815
C26 0.82066 -0.41155 -7.26019
C27 0.66319 1.07836 -7.11213
C28 1.87304 1.81400 -6.56438
O7 1.27596 2.91115 -5.86751
C29 0.02910 2.53527 -5.48613
O8 -0.63613 3.11425 -4.69396
O9 -0.32413 1.38894 -6.11132
H46 -0.07975 -0.85911 -7.67774
H47 1.65662 -0.63132 -7.92552
H48 1.01211 -0.86695 -6.28811
H49 0.33034 1.53565 -8.04847
H50 2.55100 2.19097 -7.32504
H51 2.42194 1.19995 -5.84484

For the HOMO-LUMO gap, the calculation gives 8.2 eV. The LUMO energy is -0.0032 Ha. The calculated total energy is -125346.4712 eV. Its structure (SMILES) is C[C@H](I)C[C@H](CO[C@H](CCF)P(=N)(O)O)OC(I)(CCCSC(=S)N1CCOCC1)CCCSC(=S)N1CCOCC1.C[C@@H]1COC(=O)O1. As for the spin multiplicity: 1. The molecular weight is 1017.79 g/mol. The HOMO energy is -8.331 eV.

***

Record 3
# C29H52N14O32S

A 15-piece molecular cluster, C29H52N14O32S overall (ωB97M-V/def2-TZVPD, the Open Molecules 2025 dataset).

Positions of all 128 atoms, in Å:
C1 0.37691 -2.79612 1.24710
S1 1.38129 -2.64386 -0.27708
O1 1.63490 -4.01410 -0.73284
O2 2.65714 -1.97009 -0.05624
C2 0.29313 -1.74544 -1.45315
C3 -0.30461 -2.58018 -2.47196
C4 -1.21004 -2.02459 -3.44806
C5 -1.48657 -0.60358 -3.33925
C6 -0.87430 0.23163 -2.35223
C7 0.04706 -0.32286 -1.36216
C8 0.68739 0.60750 -0.31509
O3 1.12871 0.25835 0.75448
C9 0.79204 2.09538 -0.73851
C10 1.79455 2.95470 -0.16854
C11 1.93397 4.32936 -0.57697
C12 1.04341 4.86211 -1.59395
C13 0.02018 4.01670 -2.14210
C14 -0.11751 2.64584 -1.73111
C15 -1.19648 1.73937 -2.30963
O4 -2.27289 2.13428 -2.71292
H1 0.87747 -3.41233 2.01913
H2 -0.59279 -3.22306 0.90349
H3 0.15001 -1.78032 1.64908
H4 -0.05613 -3.66314 -2.50087
H5 -1.70933 -2.63234 -4.22823
H6 -2.20714 -0.19540 -4.07878
H7 2.50758 2.56471 0.59023
H8 2.68642 5.02879 -0.16632
H9 1.16556 5.90898 -1.93172
H10 -0.66932 4.39081 -2.92268
C16 -4.92199 2.40717 -1.62699
N1 -5.84134 2.15155 -0.48519
O5 -6.60510 1.20986 -0.57599
O6 -5.76227 2.90832 0.46464
H11 -5.10212 1.66140 -2.39439
H12 -5.13392 3.40626 -2.00110
H13 -3.90735 2.33650 -1.25258
C17 1.93797 0.28486 -5.29621
N2 0.75294 1.05979 -5.74870
O7 -0.33701 0.52359 -5.65387
O8 0.95499 2.17905 -6.17578
H14 1.60575 -0.68500 -4.93956
H15 2.60118 0.17953 -6.14013
H16 2.40620 0.85402 -4.49359
C18 5.80133 -1.80661 -5.94521
N3 4.62325 -1.04407 -6.43495
O9 3.53089 -1.57942 -6.34581
O10 4.82903 0.06328 -6.88798
H17 5.46264 -2.76744 -5.57211
H18 6.48124 -1.93619 -6.78350
H19 6.26284 -1.22375 -5.15110
C19 -3.32389 -6.23848 2.28254
N4 -2.35280 -5.52571 1.41408
O11 -2.60615 -5.44300 0.22743
O12 -1.36081 -5.06747 1.95444
H20 -4.14777 -6.58748 1.66941
H21 -2.80050 -7.07648 2.74236
H22 -3.67339 -5.53292 3.03419
C20 4.34460 4.19895 -3.95285
N5 4.34105 2.79172 -3.47305
O13 3.52239 2.48843 -2.62768
O14 5.16194 2.04023 -3.96446
H23 3.56477 4.74584 -3.43043
H24 5.32476 4.61684 -3.73463
H25 4.15408 4.17996 -5.02341
C21 7.85139 0.86475 -2.14230
N6 8.82876 1.53713 -3.04020
O15 8.56267 1.58477 -4.22425
O16 9.82868 1.99258 -2.51913
H26 7.01521 0.51082 -2.73772
H27 8.36472 0.03410 -1.66345
H28 7.52057 1.59767 -1.41049
C22 -0.94527 0.95939 3.48715
N7 -1.77765 0.15873 4.42455
O17 -2.20762 -0.90484 4.02425
O18 -1.96764 0.62974 5.52923
H29 -0.86015 0.42169 2.54801
H30 -1.44315 1.91533 3.34090
H31 0.03164 1.09027 3.94618
C23 6.56365 -4.95150 -2.61109
N8 7.57960 -4.24750 -3.44103
O19 7.40251 -4.22181 -4.64619
O20 8.51602 -3.74639 -2.85449
H32 5.79182 -5.34574 -3.26487
H33 7.07194 -5.75518 -2.08395
H34 6.14793 -4.22587 -1.91554
C24 0.24032 6.68461 3.15969
N9 0.24801 6.24438 1.73946
O21 -0.66310 5.52675 1.36700
O22 1.16816 6.63353 1.04865
H35 -0.63300 6.26264 3.64941
H36 1.15399 6.32231 3.61949
H37 0.20110 7.76996 3.16550
C25 -6.92504 -6.58750 4.72344
N10 -5.96021 -5.88079 3.83958
O23 -6.23596 -5.79961 2.65981
O24 -4.95776 -5.43089 4.36866
H38 -7.76098 -6.93113 4.12253
H39 -6.40301 -7.42807 5.17446
H40 -7.25662 -5.87968 5.47866
C26 -10.78680 -5.07880 4.90756
N11 -10.43972 -6.50427 5.15564
O25 -10.96725 -7.34043 4.45292
O26 -9.64586 -6.72977 6.05164
H41 -11.49757 -5.03115 4.08840
H42 -11.22282 -4.68410 5.82215
H43 -9.86717 -4.55676 4.65285
C27 -2.69018 6.86215 -0.69934
N12 -2.65232 6.40792 -2.11232
O27 -3.54706 5.67952 -2.49242
O28 -1.72211 6.79933 -2.79235
H44 -3.56730 6.43715 -0.22032
H45 -1.77953 6.51153 -0.22015
H46 -2.74019 7.94883 -0.70649
C28 2.83983 9.67699 5.72314
N13 2.27134 8.99693 4.52858
O29 1.39632 9.57806 3.91557
O30 2.72621 7.90373 4.25092
H47 2.34317 10.63428 5.84794
H48 2.66214 9.03358 6.58159
H49 3.90409 9.81273 5.54663
C29 -0.81026 -7.94274 6.18707
N14 -1.36724 -8.62301 4.98744
O31 -2.24053 -8.04145 4.36792
O32 -0.91004 -9.71096 4.71142
H50 -1.31055 -6.98673 6.30894
H51 -0.99306 -8.58772 7.04318
H52 0.25490 -7.80375 6.01905

For the HOMO-LUMO gap, the calculation gives 8.4 eV. The LUMO energy is -0.0395 Ha. The calculated total energy is -128091.7025 eV. As for the spin multiplicity: 1. The molecular weight is 1140.87 g/mol. The HOMO energy is -9.470 eV.

***

Record 4
# C29H53AuClGeO4Si

C29H53AuClGeO4Si as an isolated structure (ωB97M-V/def2-TZVPD, the Open Molecules 2025 dataset).

Positions of all 90 atoms, in Å:
Au1 -0.12717 0.13677 -0.09798
C1 -1.40356 -1.31578 -0.76721
C2 -2.11070 -2.21544 -1.16836
C3 -2.92820 -3.31116 -1.59807
C4 -3.23452 -4.35641 -0.72139
C5 -4.02240 -5.41806 -1.13384
C6 -4.52292 -5.46018 -2.42862
C7 -4.22520 -4.42843 -3.30857
C8 -3.43624 -3.36563 -2.89888
H1 -2.83994 -4.31987 0.28554
H2 -4.24728 -6.21714 -0.43807
H3 -5.13835 -6.29137 -2.74957
H4 -4.60854 -4.45081 -4.32138
H5 -3.19948 -2.56062 -3.58267
Cl1 2.72757 1.71950 -0.60099
C9 1.28436 1.54908 0.50743
H6 0.95272 2.56266 0.71816
H7 1.68756 1.11232 1.41638
C10 1.31303 4.37234 -4.99766
C11 0.85069 4.99592 -3.68715
C12 -0.29413 4.22890 -3.02288
C13 0.05315 2.76546 -2.73268
Ge1 -1.08969 1.92534 -1.38176
C14 -2.75551 1.26642 -2.18576
C15 -3.52142 2.18744 -3.14499
C16 -4.57576 3.07636 -2.48865
C17 -4.01118 4.17697 -1.60084
H8 2.06966 4.98651 -5.48846
H9 0.47502 4.25843 -5.69077
H10 1.74337 3.38364 -4.83771
H11 0.53297 6.02742 -3.87035
H12 1.69146 5.04701 -2.98862
H13 -1.17776 4.29122 -3.66667
H14 -0.56394 4.73725 -2.09216
H15 1.07565 2.69734 -2.36012
H16 0.01106 2.15872 -3.64060
H17 -1.36704 3.02474 -0.31899
H18 -3.40152 0.91594 -1.37674
H19 -2.44055 0.36042 -2.70666
H20 -4.03024 1.56323 -3.88695
H21 -2.82919 2.81593 -3.71550
H22 -5.24730 2.44374 -1.89945
H23 -5.18999 3.52828 -3.27403
H24 -3.46443 3.76855 -0.75186
H25 -4.80591 4.81232 -1.20562
H26 -3.32026 4.81458 -2.15783
C18 1.70260 -4.54721 3.45418
C19 0.47440 -3.90404 2.81650
C20 0.75951 -3.54837 1.36078
C21 -0.72219 -4.84604 2.89332
O1 0.13270 -2.76283 3.59101
Si1 0.52124 -1.16677 3.31991
O2 -0.08888 -0.58056 2.00132
O3 2.17716 -1.10545 3.38849
C22 3.09922 -0.38109 4.18397
C23 2.76616 1.10845 4.20103
C24 3.09106 -0.94650 5.60268
C25 4.46552 -0.59611 3.54110
O4 0.00604 -0.40706 4.70338
C26 -1.30574 -0.39737 5.25962
C27 -1.39545 0.87506 6.09368
C28 -2.36921 -0.38304 4.16576
C29 -1.47306 -1.62509 6.14932
H27 1.99038 -5.45680 2.92110
H28 1.49361 -4.79861 4.49574
H29 2.53725 -3.84572 3.43226
H30 0.96458 -4.46017 0.79322
H31 1.62925 -2.89320 1.28384
H32 -0.08904 -3.03329 0.91186
H33 -0.51104 -5.79350 2.39220
H34 -1.58839 -4.38235 2.41875
H35 -0.97109 -5.04800 3.93681
H36 1.75156 1.27094 4.56171
H37 2.85289 1.53003 3.19882
H38 3.46028 1.64019 4.85714
H39 2.11019 -0.80800 6.05620
H40 3.84302 -0.45130 6.22257
H41 3.30909 -2.01567 5.57262
H42 4.44608 -0.25036 2.50701
H43 4.71707 -1.65798 3.54341
H44 5.24144 -0.04896 4.08137
H45 -1.33019 1.75290 5.44955
H46 -0.56842 0.90688 6.80516
H47 -2.33626 0.91629 6.64675
H48 -2.21519 0.46424 3.49848
H49 -3.36523 -0.31684 4.61120
H50 -2.31796 -1.28672 3.55818
H51 -0.72411 -1.61302 6.94415
H52 -1.33536 -2.53296 5.56414
H53 -2.46675 -1.63695 6.60415

For the HOMO-LUMO gap, the calculation gives 8.4 eV. The LUMO energy is 0.1003 Ha. The calculated total energy is -119737.3805 eV. The energy relative to the best compared isomer or geometry (same formula, charge and spin) comes out at 20.18 kcal per mole. As for the total charge: -1. As for the spin multiplicity: 1. The molecular weight is 798.86 g/mol. The HOMO energy is -5.679 eV.